{
  "formula": "C17H13BrN3O5Zr",
  "method": "ωB97M-V/def2-TZVPD",
  "homo_ev": [-1.94, -1.94],
  "total_charge": -1,
  "e_tot_ev": -103864.29810,
  "fmax_ev_per_a": 6.0,
  "spin_multiplicity": 1,
  "orbital_gap_ev": [3.77, 3.77],
  "species": ["Zr", "O", "N", "N", "O", "C", "C", "C", "C", "C", "C", "H", "H", "H", "H", "H", "Br", "C", "C", "C", "C", "C", "C", "C", "C", "C", "C", "H", "H", "H", "H", "H", "H", "O", "N", "O", "O", "C", "H", "H"],
  "xyz": [[-0.129, -0.206, 0.844], [1.158, 0.080, 2.337], [-1.588, 0.910, 2.009], [-1.854, 1.689, 1.079], [-0.994, 1.566, -0.030], [-2.800, 2.664, 0.913], [-2.610, 3.596, -0.158], [-3.489, 4.651, -0.235], [-4.579, 4.736, 0.663], [-4.657, 3.883, 1.760], [-3.834, 2.827, 1.895], [-1.938, 3.407, -1.011], [-3.530, 5.344, -1.104], [-5.316, 5.521, 0.468], [-5.484, 3.965, 2.460], [-4.017, 2.094, 2.682], [1.796, 1.039, -1.858], [2.274, -0.797, -2.106], [2.526, -1.109, -3.488], [3.012, -2.446, -3.819], [3.192, -3.306, -2.775], [2.807, -2.988, -1.454], [3.138, -3.854, -0.464], [2.774, -3.533, 0.839], [2.043, -2.339, 1.163], [1.657, -1.529, 0.129], [2.231, -1.740, -1.152], [2.305, -0.338, -4.270], [3.135, -2.814, -4.815], [3.737, -4.266, -2.950], [3.626, -4.791, -0.762], [3.119, -4.126, 1.662], [1.813, -1.994, 2.192], [-0.979, -2.216, 0.978], [-1.219, -2.362, -0.295], [-1.753, -3.319, -0.800], [-0.850, -1.304, -0.991], [1.771, 0.935, 3.167], [2.290, 0.565, 4.041], [1.217, 1.908, 3.258]],
  "mulliken_charge": [1.454, -0.452, -1.309, 1.246, -0.878, 0.493, -0.269, -0.457, -0.476, -0.349, -0.517, 0.298, 0.278, 0.332, 0.317, 0.390, -0.188, 0.256, -0.575, -0.632, -0.790, 1.172, -0.808, -0.646, -0.797, 0.548, 0.280, 0.292, 0.400, 0.208, 0.279, 0.378, 0.267, -0.670, 1.436, -0.635, -0.610, -0.656, 0.198, 0.191]
}